This record from the Open Molecules 2025 dataset describes the molecule C7H12. The level of theory is ωB97M-V/def2-TZVPD.

## Properties
- HOMO-LUMO gap: 10.77 eV
- Relative energy (zero: lowest compared OMol25 entry of this formula, charge and spin): 14.1 kcal per mole
- SMILES: C[C@H]1[C@H]2CCC[C@@H]12
- Multiplicity: 1

Geometry as XYZ:
```
19
C7H12 (ωB97M-V/def2-TZVPD)
C 1.520 -1.400 0.035
C 1.322 0.020 0.508
C 0.554 1.085 -0.227
C -0.432 0.701 -1.313
C -1.664 0.129 -0.580
C -1.265 -0.147 0.886
C 0.052 0.573 1.098
H 2.360 -1.457 -0.668
H 1.757 -2.056 0.881
H 0.636 -1.804 -0.468
H 2.208 0.416 0.998
H 1.016 2.062 -0.298
H -0.686 1.593 -1.897
H -0.003 -0.022 -2.018
H -2.414 0.924 -0.559
H -1.921 -0.823 -1.048
H -1.182 -1.221 1.091
H -2.008 0.248 1.589
H 0.151 1.178 1.991
```

Okay, here come the Löwdin numbers, in e, for every atom:
1. C -0.06
2. C -0.26
3. C -0.21
4. C -0.16
5. C -0.17
6. C -0.16
7. C -0.21
8. H 0.08
9. H 0.08
10. H 0.07
11. H 0.13
12. H 0.13
13. H 0.11
14. H 0.10
15. H 0.11
16. H 0.10
17. H 0.10
18. H 0.11
19. H 0.13

***

This record from the Open Molecules 2025 dataset describes the ion C7H18N3 with charge +1 at a distorted geometry. The level of theory is ωB97M-V/def2-TZVPD.

## Properties
- HOMO-LUMO gap: 9.67 eV
- Charge: +1
- Relative energy (zero: lowest compared OMol25 entry of this formula, charge and spin): 93.9 kcal per mole
- SMILES: C[NH+](C)[C@@]1(C)CNC[C@@H]1N
- Multiplicity: 1

Geometry as XYZ:
```
28
C7H18N3 (ωB97M-V/def2-TZVPD)
C 1.030 -0.998 -1.633
N 1.152 -0.072 -0.474
C 2.419 -0.179 0.204
C -0.101 -0.153 0.305
C -0.205 -1.553 0.827
C -0.122 0.980 1.385
N -0.398 2.150 0.496
C -1.648 1.968 -0.258
C -1.550 0.518 -0.662
N -2.536 -0.464 -0.277
H 1.878 -0.768 -2.419
H 1.031 -2.043 -1.315
H -0.031 -0.718 -2.135
H 1.276 0.844 -1.073
H 2.652 -1.126 0.592
H 3.288 0.105 -0.431
H 2.500 0.521 1.070
H 0.697 -2.088 0.718
H -0.954 -2.201 0.404
H -0.366 -1.538 1.902
H -1.035 0.675 2.001
H 0.791 1.145 1.847
H -0.454 3.111 0.771
H -1.600 2.500 -1.151
H -2.510 2.277 0.399
H -1.435 0.408 -1.755
H -2.651 -0.612 0.760
H -2.610 -1.300 -0.793
```

Okay, here come the Löwdin numbers, in e, for every atom:
1. C 0.00
2. N -0.20
3. C -0.02
4. C -0.34
5. C -0.03
6. C -0.10
7. N -0.07
8. C -0.16
9. C -0.21
10. N 0.03
11. H 0.15
12. H 0.10
13. H 0.14
14. H 0.23
15. H 0.09
16. H 0.13
17. H 0.12
18. H 0.06
19. H 0.09
20. H 0.10
21. H 0.15
22. H 0.08
23. H 0.11
24. H 0.10
25. H 0.15
26. H 0.12
27. H 0.12
28. H 0.06

***

This record from the Open Molecules 2025 dataset describes a structure of composition C41H35CaClN2Si2 at a distorted geometry. The level of theory is ωB97M-V/def2-TZVPD.

## Properties
- HOMO-LUMO gap: 3.21 eV
- Multiplicity: 1

Geometry as XYZ:
```
82
C41H35CaClN2Si2 (ωB97M-V/def2-TZVPD)
C -1.669 -0.915 4.615
C -2.382 -0.255 3.579
C -2.358 -1.088 2.427
H -2.915 0.693 3.675
C -1.629 -2.265 2.754
C -1.201 -2.159 4.105
H -0.667 -2.921 4.670
H -1.561 -0.567 5.645
H -2.891 -0.912 1.490
H -1.504 -3.131 2.106
Ca 0.174 -0.255 2.749
Si 0.594 -0.091 -3.926
C 0.565 1.443 -4.975
C 1.706 1.878 -5.664
H 2.650 1.344 -5.538
C 1.622 2.988 -6.506
H 2.504 3.313 -7.055
C 0.415 3.678 -6.655
H 0.350 4.536 -7.326
C -0.714 3.261 -5.942
H -1.658 3.801 -6.021
C -0.645 2.140 -5.115
H -1.529 1.811 -4.562
C 0.992 -1.498 -5.074
C 0.258 -1.506 -6.276
H -0.277 -0.605 -6.595
C 0.212 -2.662 -7.060
H -0.406 -2.671 -7.955
C 0.960 -3.782 -6.692
H 0.889 -4.698 -7.277
C 1.792 -3.725 -5.566
H 2.438 -4.567 -5.325
C 1.802 -2.594 -4.740
H 2.446 -2.540 -3.855
H -0.841 -0.428 -3.796
Si 0.446 0.120 -1.438
C -0.602 -1.435 -1.179
C -1.916 -1.548 -1.661
H -2.448 -0.681 -2.059
C -2.578 -2.783 -1.671
H -3.567 -2.862 -2.126
C -1.972 -3.909 -1.106
H -2.473 -4.880 -1.119
C -0.708 -3.775 -0.516
H -0.229 -4.637 -0.050
C -0.039 -2.549 -0.542
H 0.940 -2.473 -0.060
C -0.708 1.567 -1.271
C -1.895 1.406 -0.539
H -2.037 0.527 0.097
C -2.939 2.324 -0.674
H -3.873 2.150 -0.139
C -2.792 3.436 -1.509
H -3.641 4.099 -1.687
C -1.550 3.688 -2.103
H -1.403 4.587 -2.706
C -0.503 2.775 -1.949
H 0.465 2.981 -2.413
H 1.675 0.287 -2.243
Cl 1.617 0.186 0.447
C 3.066 -2.460 5.693
C 2.313 -2.076 4.573
N 1.740 -0.853 4.482
C 1.869 0.028 5.509
C 2.657 -0.279 6.660
C 3.283 -1.546 6.714
C 2.750 0.695 7.704
C 2.046 1.875 7.654
C 1.191 2.197 6.555
C 0.384 3.356 6.513
C -0.460 3.559 5.432
C -0.429 2.661 4.354
N 0.348 1.557 4.374
C 1.131 1.291 5.452
H 3.465 -3.470 5.726
H 2.174 -2.751 3.724
H 3.909 -1.785 7.574
H 3.395 0.460 8.556
H 2.126 2.599 8.470
H 0.431 4.061 7.344
H -1.148 4.395 5.383
H -1.031 2.831 3.455
```

Okay, here come the Löwdin numbers, in e, for every atom:
1. C -0.23
2. C -0.23
3. C -0.22
4. H 0.09
5. C -0.21
6. C -0.23
7. H 0.09
8. H 0.10
9. H 0.09
10. H 0.08
11. Ca 1.18
12. Si 0.65
13. C -0.35
14. C -0.10
15. H 0.10
16. C -0.10
17. H 0.09
18. C -0.11
19. H 0.09
20. C -0.10
21. H 0.10
22. C -0.13
23. H 0.10
24. C -0.33
25. C -0.11
26. H 0.10
27. C -0.09
28. H 0.10
29. C -0.11
30. H 0.09
31. C -0.11
32. H 0.09
33. C -0.11
34. H 0.10
35. H -0.02
36. Si 0.19
37. C -0.32
38. C -0.12
39. H 0.10
40. C -0.07
41. H 0.10
42. C -0.09
43. H 0.10
44. C -0.11
45. H 0.10
46. C -0.14
47. H 0.07
48. C -0.32
49. C -0.13
50. H 0.07
51. C -0.09
52. H 0.10
53. C -0.10
54. H 0.10
55. C -0.09
56. H 0.11
57. C -0.11
58. H 0.11
59. H -0.10
60. Cl 0.13
61. C -0.03
62. C -0.09
63. N 0.00
64. C -0.14
65. C -0.14
66. C 0.01
67. C -0.01
68. C -0.01
69. C -0.14
70. C 0.01
71. C -0.03
72. C -0.09
73. N 0.00
74. C -0.14
75. H 0.11
76. H 0.12
77. H 0.12
78. H 0.12
79. H 0.12
80. H 0.12
81. H 0.11
82. H 0.12

***

This record from the Open Molecules 2025 dataset describes a cluster of 2 separate species, C2H4NP in total at a distorted geometry. The level of theory is ωB97M-V/def2-TZVPD.

## Properties
- HOMO-LUMO gap (alpha / beta): 7.80 / 7.97 eV
- Relative energy (zero: lowest compared OMol25 entry of this formula, charge and spin): 116.8 kcal per mole
- Multiplicity: 1

Geometry as XYZ:
```
8
C2H4NP (ωB97M-V/def2-TZVPD)
C -1.787 0.321 -0.533
C -0.727 0.297 -1.269
N -0.736 -0.673 -0.225
P 0.973 0.099 1.445
H -2.718 0.657 -0.039
H -0.255 0.746 -2.041
H 1.901 -0.441 0.684
H 0.539 -0.887 2.256
```

Okay, here come the Löwdin numbers, in e, for every atom:
1. C -0.08
2. C -0.15
3. N -0.06
4. P 0.64
5. H 0.11
6. H 0.06
7. H -0.28
8. H -0.25

***

This record from the Open Molecules 2025 dataset describes the molecule C15H12BrN3O4S3 at a distorted geometry. The level of theory is ωB97M-V/def2-TZVPD.

## Properties
- HOMO-LUMO gap: 8.80 eV
- SMILES: O=S(=O)(Nc1ccc(S(=O)(=O)Nc2nccs2)cc1)c1ccc(Br)cc1
- Multiplicity: 1

Geometry as XYZ:
```
38
C15H12BrN3O4S3 (ωB97M-V/def2-TZVPD)
O 3.037 -1.658 2.339
S 3.020 -1.988 0.949
O 4.192 -2.528 0.335
N 2.660 -0.636 0.012
C 1.764 0.364 0.333
C 1.806 1.585 -0.349
C 0.886 2.573 -0.063
C -0.071 2.342 0.905
S -1.280 3.589 1.256
O -1.657 3.570 2.635
O -0.925 4.834 0.653
N -2.664 2.956 0.459
C -2.681 2.944 -0.898
N -1.629 2.803 -1.624
C -1.932 2.808 -2.948
C -3.242 2.945 -3.254
S -4.181 3.094 -1.810
C -0.124 1.148 1.597
C 0.791 0.153 1.311
C 1.628 -3.059 0.614
C 1.357 -3.407 -0.696
C 0.290 -4.244 -0.970
C -0.480 -4.719 0.082
Br -1.942 -5.865 -0.288
C -0.203 -4.379 1.398
C 0.866 -3.539 1.661
H 3.387 -0.404 -0.645
H 2.564 1.747 -1.100
H 0.891 3.521 -0.574
H -3.537 3.122 0.933
H -1.130 2.701 -3.655
H -3.716 2.965 -4.213
H -0.875 1.018 2.359
H 0.778 -0.776 1.854
H 1.985 -3.028 -1.486
H 0.057 -4.530 -1.984
H -0.811 -4.768 2.201
H 1.122 -3.254 2.670
```

Okay, here come the Löwdin numbers, in e, for every atom:
1. O -0.27
2. S 0.67
3. O -0.27
4. N -0.05
5. C -0.27
6. C 0.00
7. C -0.06
8. C -0.30
9. S 0.68
10. O -0.28
11. O -0.27
12. N -0.07
13. C -0.69
14. N 0.05
15. C -0.24
16. C -0.41
17. S 1.03
18. C -0.03
19. C 0.00
20. C -0.28
21. C -0.05
22. C -0.10
23. C -0.67
24. Br 0.76
25. C -0.10
26. C -0.05
27. H 0.13
28. H 0.12
29. H 0.11
30. H 0.11
31. H 0.10
32. H 0.06
33. H 0.12
34. H 0.09
35. H 0.12
36. H 0.11
37. H 0.11
38. H 0.12

***

This record from the Open Molecules 2025 dataset describes a cluster of 2 separate species, BrClFHSi in total at a distorted geometry. The level of theory is ωB97M-V/def2-TZVPD.

## Properties
- HOMO-LUMO gap: 9.24 eV
- Relative energy (zero: lowest compared OMol25 entry of this formula, charge and spin): 54.6 kcal per mole
- Multiplicity: 1

Geometry as XYZ:
```
5
BrClFHSi (ωB97M-V/def2-TZVPD)
F 4.020 1.973 0.542
Si 4.741 0.873 -0.423
Cl -0.699 0.884 0.472
Br 3.269 -0.821 -0.238
H 0.179 1.139 1.214
```

Okay, here come the Löwdin numbers, in e, for every atom:
1. F -0.41
2. Si 0.30
3. Cl 0.35
4. Br 0.12
5. H -0.36

***

Please write out number 6 again, unchanged.
This record from the Open Molecules 2025 dataset describes a cluster of 2 separate species, BrClFHSi in total at a distorted geometry. The level of theory is ωB97M-V/def2-TZVPD.

## Properties
- HOMO-LUMO gap: 9.24 eV
- Relative energy (zero: lowest compared OMol25 entry of this formula, charge and spin): 54.6 kcal per mole
- Multiplicity: 1

Geometry as XYZ:
```
5
BrClFHSi (ωB97M-V/def2-TZVPD)
F 4.020 1.973 0.542
Si 4.741 0.873 -0.423
Cl -0.699 0.884 0.472
Br 3.269 -0.821 -0.238
H 0.179 1.139 1.214
```

Okay, here come the Löwdin numbers, in e, for every atom:
1. F -0.41
2. Si 0.30
3. Cl 0.35
4. Br 0.12
5. H -0.36

***

Which value of multiplicity does entry 1 give? 1

***

What is the multiplicity in the sixth record? 1